57
Properties=species:S:1:pos:R:3:mulliken_spin:R:1 method="wB97M-V/def2-TZVPD" charge=+1 energy_ev=-69991.176 mol_weight_da=462.6 multiplicity=2
C 2.140 -4.751 -2.134 0.0724
O 2.953 -4.992 -0.977 0.7575
C 3.027 -3.986 0.198 -0.0372
O 2.759 -2.784 0.254 0.0267
O 3.528 -4.743 1.166 0.0480
C 3.555 -4.321 2.525 -0.0012
H 1.133 -5.018 -1.814 0.0832
H 2.506 -5.349 -2.969 0.0156
H 2.170 -3.725 -2.500 0.0160
H 2.573 -4.421 2.987 0.0056
H 3.932 -3.298 2.555 0.0025
H 4.212 -4.994 3.077 0.0004
O 0.489 -3.296 -4.653 0.0030
S -0.726 -2.985 -3.895 0.0015
O -1.021 -3.539 -2.623 0.0045
O -0.990 -1.332 -3.835 0.0011
C -0.021 -0.439 -3.185 0.0001
C 0.208 -0.656 -1.675 -0.0005
C -2.114 -3.291 -5.051 -0.0003
H -0.392 0.580 -3.300 0.0000
H 0.885 -0.314 -3.777 -0.0001
H 0.909 -0.042 -1.111 -0.0002
H 0.260 -1.731 -1.502 0.0008
H -0.703 -0.493 -1.098 0.0002
H -1.834 -3.202 -6.100 0.0001
H -2.870 -2.543 -4.811 0.0001
H -2.493 -4.282 -4.800 0.0001
O 0.415 2.155 0.108 0.0000
S -0.639 3.140 0.284 0.0000
O -1.359 3.210 1.639 0.0000
O -0.222 4.663 -0.292 0.0000
C -1.275 5.687 -0.344 0.0000
C -0.878 6.949 0.332 0.0000
C -1.832 2.618 -1.018 0.0000
H -2.221 5.283 0.017 0.0000
H -1.558 6.039 -1.337 0.0000
H 0.091 7.195 -0.103 0.0000
H -0.646 6.706 1.369 0.0000
H -1.640 7.726 0.395 0.0000
H -1.555 1.830 -1.719 0.0000
H -1.943 3.527 -1.611 0.0000
H -2.748 2.312 -0.513 0.0000
O -3.221 0.605 2.465 0.0000
S -2.121 0.433 3.438 0.0000
O -2.047 -0.725 4.347 0.0000
O -0.644 0.416 2.605 0.0001
C 0.529 0.221 3.353 0.0001
C 1.811 0.256 2.522 -0.0002
C -1.952 1.909 4.426 0.0000
H 0.413 -0.708 3.911 0.0000
H 0.510 0.976 4.139 0.0000
H 1.685 -0.389 1.652 0.0004
H 2.769 0.004 2.976 -0.0001
H 1.854 1.272 2.130 0.0000
H -2.946 2.326 4.588 0.0000
H -1.259 2.577 3.913 0.0000
H -1.448 1.735 5.377 0.0000